DFT (ωB97M-V/def2-TZVPD) results for a molecular structure, C26H29O3Ti in a non-equilibrium geometry.

As for the charge: +3. For the energy above the lowest of the compared OMol25 structures with the same formula, charge and spin, the calculation gives 0.0000 eV. Its gap between HOMO and LUMO is 5.157 eV.

Geometry (Å):
Ti 0.274 -0.665 -0.063
C 3.375 -0.031 -1.717
C 2.198 -0.899 -1.392
C 1.062 -0.893 -2.263
C 1.034 0.009 -3.461
C 0.015 -1.859 -2.112
C -1.002 -1.989 -3.204
C 0.041 -2.765 -1.008
C -1.092 -3.722 -0.797
C 1.177 -2.778 -0.138
C 1.292 -3.839 0.915
C 2.248 -1.843 -0.319
C 3.458 -1.962 0.562
H 3.997 -0.547 -2.455
H 4.029 0.179 -0.873
H 3.095 0.919 -2.169
H 1.672 -0.423 -4.239
H 1.412 1.012 -3.266
H 0.039 0.100 -3.887
H -1.701 -1.148 -3.241
H -1.582 -2.902 -3.129
H -0.478 -2.030 -4.163
H -0.901 -4.651 -1.342
H -2.038 -3.318 -1.157
H -1.226 -3.971 0.255
H 0.915 -3.481 1.883
H 2.328 -4.154 1.043
H 0.725 -4.727 0.643
H 3.196 -2.215 1.590
H 4.069 -1.064 0.575
H 4.105 -2.763 0.187
O -0.492 1.010 -0.630
C -1.241 1.403 0.605
C -2.071 0.072 0.930
O -3.142 0.042 1.415
O -1.269 -0.935 0.632
C -0.290 1.357 1.791
C -0.730 1.786 3.037
C 0.058 1.597 4.168
C 1.249 0.887 4.081
C 1.701 0.440 2.848
C 0.955 0.679 1.680
C -2.081 2.616 0.398
C -1.719 3.859 0.938
C -2.584 4.930 0.838
C -3.811 4.784 0.197
C -4.148 3.568 -0.397
C -3.280 2.496 -0.321
H -0.730 1.666 -1.326
H -1.682 2.288 3.120
H -0.272 2.000 5.114
H 1.841 0.725 4.969
H 2.669 -0.043 2.787
H 1.526 0.711 0.717
H -0.766 3.978 1.430
H -2.300 5.879 1.265
H -4.490 5.622 0.142
H -5.092 3.450 -0.906
H -3.545 1.553 -0.780

---

DFT (ωB97M-V/def2-TZVPD) results for a molecular structure, C13H13NaO2 in a non-equilibrium geometry.

As for the charge: 0. For the energy above the lowest of the compared OMol25 structures with the same formula, charge and spin, the calculation gives 0.3667 eV. Its gap between HOMO and LUMO is 4.636 eV.

Geometry (Å):
C 5.846 -0.328 -1.300
O 4.599 -1.005 -1.213
C 3.508 -0.201 -1.361
C 2.244 -0.968 -1.251
C 1.065 -0.339 -1.370
O 3.591 0.995 -1.582
H 6.602 -1.102 -1.174
H 5.964 0.162 -2.273
H 5.932 0.423 -0.507
H 2.381 -2.038 -1.088
H 0.143 -0.910 -1.379
H 1.025 0.733 -1.546
C -2.200 -1.742 1.472
Na -2.511 1.922 2.934
C -0.811 -1.461 1.580
C -0.567 -0.181 1.037
C -1.817 0.375 0.610
C -2.858 -0.583 0.918
C -4.191 -0.157 0.853
C -4.468 1.153 0.484
C -3.451 2.049 0.119
C -2.120 1.667 0.161
H -2.733 -2.630 1.825
H -0.052 -2.132 1.999
H 0.385 0.342 0.970
H -4.974 -0.873 1.106
H -5.504 1.471 0.415
H -3.725 3.038 -0.259
H -1.303 2.318 -0.179

---

DFT (ωB97M-V/def2-TZVPD) results for a molecular structure, C25H16F6N5O7PPm in a non-equilibrium geometry.

As for the charge: -2. For the energy above the lowest of the compared OMol25 structures with the same formula, charge and spin, the calculation gives 0.0000 eV. Its multiplicity is 6. Its gap between HOMO and LUMO (alpha / beta) is 6.072 / 6.067 eV. The expectation value of S² is 8.76.

Geometry (Å):
Pm -0.620 -0.186 -0.868
O -3.896 -1.056 1.914
C -2.990 -0.658 1.183
N -2.240 -1.313 0.320
C -2.276 -2.715 -0.015
C -3.167 -3.566 0.583
C -3.202 -4.910 0.259
C -2.325 -5.413 -0.678
C -1.418 -4.575 -1.292
C -1.362 -3.235 -0.986
N -0.429 -2.357 -1.616
C 0.486 -2.648 -2.536
O 0.750 -3.727 -3.063
C 1.333 -1.425 -2.999
C 2.305 -1.655 -3.949
C 3.079 -0.614 -4.387
C 2.860 0.650 -3.865
C 1.879 0.808 -2.912
N 1.164 -0.241 -2.531
C -2.663 0.870 1.282
C -3.404 1.622 2.164
C -3.149 2.960 2.277
C -2.140 3.527 1.511
C -1.435 2.716 0.648
N -1.742 1.428 0.569
H -3.823 -3.111 1.314
H -3.919 -5.542 0.750
H -2.330 -6.456 -0.954
H -0.698 -4.906 -2.035
H 2.409 -2.675 -4.308
H 3.846 -0.776 -5.134
H 3.426 1.514 -4.191
H 1.640 1.751 -2.434
H -4.181 1.105 2.716
H -3.727 3.572 2.961
H -1.903 4.583 1.542
H -0.645 3.037 -0.026
O 0.248 1.818 -1.133
O 2.601 -0.882 0.730
C 1.927 -0.031 1.224
O 0.796 0.373 0.897
C 2.472 0.702 2.491
C 1.758 1.701 3.129
C 2.263 2.329 4.251
C 3.506 1.943 4.731
C 4.240 0.948 4.111
C 3.714 0.337 2.987
N 4.059 2.620 5.942
O 5.142 2.273 6.334
O 3.402 3.490 6.452
H 0.787 1.970 2.708
H 1.749 3.141 4.767
H 5.213 0.702 4.521
H 4.251 -0.447 2.462
F -1.284 0.792 -2.653
P -1.957 1.539 -3.997
F -0.469 2.279 -4.087
F -2.255 -0.086 -4.272
F -1.779 1.638 -5.628
F -2.307 2.744 -2.908
F -3.571 1.727 -4.275